Entry 1:
Density functional theory data (ωB97M-V/def2-TZVPD) for C10H8NO3 as an isolated structure in a non-equilibrium geometry.

Last column: natural (NBO) charge in e.
CARTESIAN COORDINATES (ANGSTROEM)
C -1.142 1.859 -0.522  -0.1811
C 0.433 0.140 1.611  -0.2429
C -0.548 -0.743 2.081  0.3483
C -1.436 0.579 -0.810  0.1282
C 1.321 0.218 2.751  0.3764
C 0.612 -1.064 3.107  0.3663
C 1.148 0.748 -1.200  0.2350
C -0.048 0.956 -0.549  -0.0030
C -2.487 -0.372 -1.092  -0.6801
C 1.346 -0.664 -1.630  -0.6601
N 2.028 1.680 -1.555  -0.6437
O -1.548 -1.300 1.652  -0.6916
O 2.164 0.918 3.316  -0.6329
O 0.941 -2.139 3.640  -0.6256
H -1.251 2.828 -0.252  0.2211
H -3.290 0.099 -1.659  0.2147
H -2.910 -0.786 -0.154  0.2937
H -2.159 -1.198 -1.645  0.2220
H 1.081 -1.214 -0.801  0.2387
H 2.328 -0.916 -2.028  0.2053
H 0.627 -0.852 -2.476  0.2050
H 2.790 1.224 -1.782  0.3064

Its net charge is -1. The value obtained for the LUMO energy (spin up / spin down) is 3.20 / 3.20 eV. The HOMO-LUMO gap (spin up / spin down) comes out at 7.13 / 7.14 eV. The HOMO energy (spin up / spin down) comes out at -3.93 / -3.93 eV.


Entry 2:
Density functional theory data (ωB97M-V/def2-TZVPD) for a 2-piece molecular cluster, C5H10O2 overall.

Last column: natural (NBO) charge in e.
CARTESIAN COORDINATES (ANGSTROEM)
C -1.900 1.240 0.941  -0.2494
O -0.524 1.069 0.664  -0.5158
C -0.169 0.849 -0.620  0.1734
C 1.039 0.372 -0.929  -0.3081
C 1.937 -0.242 0.117  -0.5366
C 1.430 -1.652 -0.025  0.4510
O 0.591 -2.151 0.692  -0.5470
H -2.387 1.881 0.195  0.1719
H -1.959 1.718 1.921  0.1996
H -2.412 0.272 0.977  0.1907
H -1.441 -1.020 -0.528  -0.0570
H -0.903 1.112 -1.385  0.1821
H 1.297 0.233 -1.973  0.2183
H 3.000 -0.150 -0.130  0.2240
H 1.733 0.145 1.118  0.2444
H 1.768 -2.166 -0.951  0.1067
H -1.098 -1.509 -0.083  0.0517

Its SMILES is CO/C=C\CC=O.[H][H]. The value obtained for the LUMO energy is 1.07 eV. The HOMO-LUMO gap comes out at 9.75 eV. The HOMO energy comes out at -8.68 eV.


Entry 3:
Density functional theory data (ωB97M-V/def2-TZVPD) for one molecule with the formula CH2S3 in a non-equilibrium geometry.

Last column: natural (NBO) charge in e.
CARTESIAN COORDINATES (ANGSTROEM)
C 0.079 0.083 -0.022  -0.5307
H 0.656 0.640 -2.351  0.1750
H -0.227 -0.629 2.273  0.1783
S 0.030 -0.447 -1.658  0.1264
S -0.786 -1.051 1.033  0.0658
S 0.700 1.466 0.637  -0.0147

Its SMILES is S=C(S)S. The value obtained for the LUMO energy is -0.49 eV. The HOMO-LUMO gap comes out at 8.32 eV. The HOMO energy comes out at -8.81 eV.


Entry 4:
Density functional theory data (ωB97M-V/def2-TZVPD) for a 2-piece molecular cluster, CH2NO2 overall in a non-equilibrium geometry.

Last column: natural (NBO) charge in e.
CARTESIAN COORDINATES (ANGSTROEM)
C -0.335 0.098 -0.033  -0.2975
N -1.567 0.431 -0.050  0.1795
O -2.706 -1.278 0.025  -0.6638
O -2.047 1.603 0.044  -0.5514
H 0.425 0.985 0.078  0.1352
H 0.071 -0.955 -0.274  0.1981

Its net charge is -1. The value obtained for the LUMO energy (spin up / spin down) is 4.52 / 4.53 eV. The HOMO-LUMO gap (spin up / spin down) comes out at 7.93 / 7.93 eV. The HOMO energy (spin up / spin down) comes out at -3.42 / -3.40 eV.


Entry 5:
Density functional theory data (ωB97M-V/def2-TZVPD) for C3H2LuO4 as an isolated structure in a non-equilibrium geometry.

Last column: natural (NBO) charge in e.
CARTESIAN COORDINATES (ANGSTROEM)
C 1.128 -0.356 1.759  0.2789
C 0.976 0.732 0.554  0.4873
O 1.347 0.494 -0.576  -0.7862
O 0.921 0.011 2.882  -0.2349
H 1.740 -1.252 1.531  0.2386
H -0.162 1.031 0.712  0.1623
O -2.221 -0.392 -1.331  -0.2547
O -1.664 -0.205 -2.543  -0.4943
C -2.601 -0.378 -0.235  0.8945
Lu 0.537 0.313 -2.754  2.7084

Its net charge is +3. The value obtained for the LUMO energy is -16.68 eV. The HOMO-LUMO gap comes out at 5.15 eV. The HOMO energy comes out at -21.83 eV.


Entry 6:
Density functional theory data (ωB97M-V/def2-TZVPD) for C33H32Cl3F3N3O2ReSi2 as an isolated structure in a non-equilibrium geometry.

Last column: Löwdin spin population.
CARTESIAN COORDINATES (ANGSTROEM)
Re 0.363 1.439 -0.667  2.4707
C -0.443 -0.569 -0.515  0.0504
Si -1.172 -0.782 1.194  0.0167
C -1.908 0.936 1.450  0.0063
N -1.023 2.063 1.006  -0.0017
C -1.906 3.203 0.596  0.0125
C -2.881 3.618 1.700  0.0012
C -2.204 3.653 3.081  0.0004
C -0.690 3.709 2.922  0.0007
C -0.128 2.519 2.139  0.0056
C 0.044 -1.338 2.489  0.0016
C 1.008 -2.294 2.158  0.0004
C 1.873 -2.796 3.120  -0.0001
C 1.786 -2.349 4.430  0.0000
C 0.832 -1.404 4.779  0.0000
C -0.032 -0.906 3.815  0.0004
C -2.629 -1.962 1.137  0.0032
C -3.704 -1.730 0.273  0.0006
C -4.779 -2.604 0.215  0.0001
C -4.794 -3.734 1.023  0.0006
C -3.735 -3.985 1.882  0.0001
C -2.662 -3.104 1.939  0.0011
H -1.223 -0.880 -1.214  0.0069
H 0.415 -1.233 -0.669  0.0155
H -2.256 1.115 2.468  -0.0006
H -2.795 0.950 0.812  0.0002
H -2.449 2.902 -0.302  0.0036
H -1.265 4.036 0.329  0.0007
H -3.754 2.966 1.717  0.0000
H -3.243 4.612 1.431  0.0001
H -2.476 2.772 3.666  0.0000
H -2.554 4.513 3.650  0.0000
H -0.198 3.721 3.896  0.0002
H -0.411 4.640 2.421  0.0002
H 0.035 1.656 2.783  0.0002
H 0.840 2.802 1.737  0.0010
H 1.088 -2.655 1.138  0.0002
H 2.621 -3.528 2.843  0.0000
H 2.463 -2.738 5.180  0.0000
H 0.761 -1.058 5.802  0.0000
H -0.780 -0.175 4.106  0.0000
H -3.706 -0.857 -0.375  0.0001
H -5.605 -2.405 -0.455  0.0000
H -5.634 -4.416 0.984  0.0000
H -3.743 -4.866 2.511  0.0000
H -1.842 -3.306 2.618  0.0001
C -0.805 -2.302 -4.624  0.0007
C -1.109 -1.203 -3.832  0.0003
N -0.209 -0.285 -3.490  -0.0034
C 1.103 -0.434 -3.857  -0.0010
C 1.422 -1.418 -4.810  0.0007
C 0.447 -2.365 -5.168  -0.0002
C 2.711 -1.457 -5.424  -0.0017
C 3.651 -0.571 -5.061  0.0009
C 3.422 0.321 -3.968  -0.0009
C 4.497 1.088 -3.486  0.0112
C 4.344 1.806 -2.341  -0.0007
C 3.111 1.763 -1.698  0.0166
N 2.050 1.111 -2.158  -0.0054
C 2.177 0.382 -3.311  0.0055
H -1.568 -3.033 -4.842  0.0000
H -2.121 -1.034 -3.500  0.0003
H 0.708 -3.139 -5.879  0.0000
H 2.895 -2.194 -6.194  -0.0001
H 4.621 -0.557 -5.540  0.0000
H 5.439 1.065 -4.018  0.0005
H 5.151 2.378 -1.905  -0.0003
H 3.000 2.279 -0.758  0.0032
F 4.174 -1.434 1.953  -0.0003
C 3.662 -0.221 1.788  -0.0004
F 4.661 0.601 1.394  0.0005
F 3.213 0.219 2.963  0.0007
C 2.575 -0.191 0.686  0.0082
O 2.591 -1.032 -0.184  0.0184
O 1.797 0.835 0.812  0.0842
Cl -0.349 2.580 -4.339  -0.0012
Si -0.819 1.385 -2.751  0.0684
Cl -2.860 1.196 -2.789  0.0187
Cl 0.914 3.716 -0.910  0.1773

Its net charge is +1. The value obtained for the LUMO energy (spin up / spin down) is -4.16 / -4.36 eV. The HOMO-LUMO gap (spin up / spin down) comes out at 7.02 / 6.96 eV. The HOMO energy (spin up / spin down) comes out at -11.17 / -11.31 eV. As for the spin multiplicity: 4. The expectation value of S² is 3.77.


Entry 7:
Density functional theory data (ωB97M-V/def2-TZVPD) for C16H20N2O10P2W as an isolated structure.

Last column: natural (NBO) charge in e.
CARTESIAN COORDINATES (ANGSTROEM)
W 0.607 -0.333 0.297  2.2753
O -3.379 1.173 -0.318  -0.5953
C -2.155 0.943 0.047  0.8404
O -1.270 0.520 -0.685  -0.5522
C -1.804 1.303 1.449  0.1166
C -2.625 1.948 2.356  -0.1423
C -2.089 2.291 3.589  -0.1064
C -0.751 2.018 3.851  -0.1615
C -0.005 1.374 2.881  0.0722
N -0.535 0.998 1.716  -0.4002
C 1.457 1.107 2.883  0.8398
O 2.232 1.344 3.895  -0.5695
O 1.932 0.696 1.833  -0.5694
H -3.519 0.925 -1.251  0.5415
H -3.648 2.179 2.095  0.2786
H -2.698 2.791 4.330  0.2693
H -0.314 2.324 4.792  0.2493
H 1.776 1.674 4.683  0.5197
N 1.860 -3.702 0.211  -0.7050
C 0.354 -3.535 0.146  -0.5962
C -0.292 -4.919 0.226  -0.6534
P -0.102 -2.782 -1.471  2.3830
O 1.018 -3.409 -2.408  -1.0078
O -1.494 -2.988 -1.831  -1.0234
O 0.395 -1.252 -1.332  -0.9624
P -0.325 -2.514 1.658  1.4625
O 2.411 -0.915 -0.072  -0.9225
O -1.078 -1.370 0.793  -1.0338
O 0.906 -1.449 1.916  -1.0180
H 2.183 -4.278 -0.572  0.4542
H 2.142 -4.164 1.078  0.4385
H 2.333 -2.779 0.146  0.4735
H 0.001 -5.554 -0.613  0.2399
H -1.376 -4.812 0.196  0.2760
H -0.027 -5.422 1.159  0.2346
H 0.684 -3.723 -3.263  0.5491
H 3.056 -0.575 0.566  0.5148
C 1.187 1.702 -0.429  -0.6044
C 0.594 2.138 -1.719  0.0209
C 0.995 1.562 -2.922  -0.2095
C 0.451 1.993 -4.121  -0.1891
C -0.498 3.007 -4.131  -0.1815
C -0.893 3.600 -2.938  -0.1892
C -0.351 3.166 -1.740  -0.2494
H 1.033 2.440 0.353  0.2194
H 2.256 1.516 -0.529  0.2547
H 1.743 0.777 -2.920  0.2157
H 0.776 1.548 -5.052  0.2337
H -0.914 3.350 -5.069  0.2367
H -1.605 4.414 -2.947  0.2312
H -0.635 3.655 -0.812  0.2015

Its net charge is +2. The value obtained for the LUMO energy is -7.65 eV. The HOMO-LUMO gap comes out at 6.20 eV. The HOMO energy comes out at -13.85 eV.


Entry 8:
Density functional theory data (ωB97M-V/def2-TZVPD) for a 2-piece molecular cluster, C4H9Cl3N overall in a non-equilibrium geometry.

Last column: natural (NBO) charge in e.
CARTESIAN COORDINATES (ANGSTROEM)
C -0.250 1.952 0.091  -0.6911
C -1.471 -1.649 0.139  -0.4122
C -0.296 0.461 0.380  0.1217
C 2.068 -0.016 0.099  -0.2840
N -0.712 -0.587 -0.509  -0.5873
Cl 2.045 -0.922 -1.466  0.0732
Cl 2.914 1.440 -0.212  0.1096
Cl 2.663 -1.006 1.369  0.1087
H -1.309 2.263 0.188  0.2561
H 0.559 2.482 0.808  0.3016
H -0.125 2.013 -0.997  0.2324
H -2.158 -1.325 0.857  0.2397
H -1.816 -2.222 -0.683  0.2440
H -0.706 -2.095 0.842  0.2363
H -0.451 0.120 1.359  0.2017
H 0.243 -0.896 -1.111  0.4263
H -1.197 -0.011 -1.153  0.4231

Its net charge is +1. The value obtained for the LUMO energy (spin up / spin down) is -4.69 / -4.69 eV. The HOMO-LUMO gap (spin up / spin down) comes out at 8.45 / 8.45 eV. The HOMO energy (spin up / spin down) comes out at -13.13 / -13.13 eV.


Calculated values (kcal/mol) of energy relative to the best compared isomer or geometry (same formula, charge and spin) for the records, taken in order: 158.9 84.8 12.9 173.3 0.0 20.2 0.0 63.9.